No. 1
The following is a quantum chemistry calculation of C5H4LiO2 as an isolated structure in a non-equilibrium geometry, from the OMol25 dataset.

Element x y z (Å)
O 1.67460 -2.51479 -0.70469
O -1.93673 1.04879 1.13393
C 1.18628 -1.42496 -0.69441
C -0.48578 1.27615 1.27018
C 0.08755 1.03516 -0.05732
C 0.58468 -0.29654 -0.64127
C -0.19574 0.77327 -1.31081
Li 1.92067 -3.83028 -0.86140
H -0.24272 2.29296 1.61362
H -0.41870 1.14213 -2.30615
H -0.11626 0.31733 1.81978
H -2.05786 0.18078 0.73855

Calculated values
**Net charge**: +1
**Orbital gap**: 8.524 eV
**Max |F|**: 9.52 eV Å⁻¹
**Spin multiplicity**: 1
**Calculated total energy**: -9537.778 eV

These are the Mulliken partial charges, in e, on atoms 1 to 4: -0.926 -0.452 1.364 -0.303


No. 2
The following is a quantum chemistry calculation of C5H4N as an isolated structure in a non-equilibrium geometry, from the OMol25 dataset.

Element x y z (Å)
N -0.33172 0.80843 0.00279
C -1.12874 -0.08705 0.80344
C -0.18234 -0.83331 -0.00107
C -1.12773 -0.08295 -0.80414
C 1.30182 -0.63939 0.00076
C 1.16730 0.67107 0.00088
H -1.76634 -0.00606 -1.65177
H 2.07550 -1.37723 -0.00448
H 1.76277 1.56116 0.00374
H -1.77050 -0.01467 1.64986

Calculated values
**Net charge**: +1
**Orbital gap**: 11.281 eV
**Max |F|**: 2.91 eV Å⁻¹
**Spin multiplicity**: 1
**Calculated total energy**: -6725.747 eV

These are the Mulliken partial charges, in e, on atoms 1 to 4: -0.072 -0.113 0.210 -0.115


No. 3
The following is a quantum chemistry calculation of C5H4N as an isolated structure in a non-equilibrium geometry, from the OMol25 dataset.

Element x y z (Å)
N -0.61616 -0.56013 0.43326
C -1.02100 0.13709 -1.07900
C 0.24172 0.16994 1.32299
C -0.15017 -1.10717 -0.79968
C 0.34158 0.23963 -0.67696
C 1.07101 0.82888 0.51283
H -2.03488 0.54113 -1.36702
H 0.18937 0.21311 2.36544
H 0.03751 -2.00780 -1.26633
H 1.94102 1.54533 0.55448

Calculated values
**Net charge**: +1
**Orbital gap**: 10.723 eV
**Max |F|**: 3.28 eV Å⁻¹
**Spin multiplicity**: 1
**Calculated total energy**: -6725.170 eV

These are the Mulliken partial charges, in e, on atoms 1 to 4: -0.121 -0.072 -0.554 -0.158


No. 4
The following is a quantum chemistry calculation of an isolated ion of composition C5H4N and charge +1 in a non-equilibrium geometry, from the OMol25 dataset.

Element x y z (Å)
N -1.05875 0.08691 -0.56983
C -0.43063 -1.32431 2.54175
C -1.96386 0.65508 -0.98855
C -0.03247 -0.85648 1.44145
C -0.04557 -0.64943 -0.08543
C 1.03429 -0.06636 0.73141
H 1.02173 1.00029 0.93057
H 0.01463 -1.69993 -0.65459
H -2.80916 1.17495 -1.37053
H 2.02307 -0.50715 0.69639

Calculated values
**Net charge**: +1
**Orbital gap**: 8.960 eV
**Max |F|**: 5.05 eV Å⁻¹
**Spin multiplicity**: 1
**Calculated total energy**: -6725.255 eV

These are the Mulliken partial charges, in e, on atoms 1 to 4: 0.096 -0.081 0.091 0.146


No. 5
The following is a quantum chemistry calculation of one molecule with the formula C5H4N2 in a non-equilibrium geometry, from the OMol25 dataset.

Element x y z (Å)
N -0.59873 1.17988 0.47990
N -1.87540 0.85523 0.27685
C 0.24717 0.17076 0.19675
C -0.52043 -0.89120 -0.24136
C 2.82561 0.07076 0.03089
C 1.64828 0.25593 0.21006
C -1.83284 -0.39563 -0.17017
H -2.75011 -0.90433 -0.42834
H 3.35654 -0.56814 -0.62170
H -0.16205 -1.85722 -0.57314
H -0.33802 2.08395 0.84026

Calculated values
**Structure (SMILES)**: C#Cc1ccn[nH]1
**Orbital gap**: 9.765 eV
**Max |F|**: 1.50 eV Å⁻¹
**Spin multiplicity**: 1
**Calculated total energy**: -8226.902 eV

These are the Mulliken partial charges, in e, on atoms 1 to 4: 0.267 -0.807 0.598 -0.317


No. 6
The following is a quantum chemistry calculation of one molecule with the formula C5H4N2 in a non-equilibrium geometry, from the OMol25 dataset.

Element x y z (Å)
N -0.08086 1.17549 0.05310
N 2.10137 0.53826 0.13003
C 0.43026 -1.15601 -0.00949
C -2.58490 1.03611 -0.03622
C 0.78009 0.22495 0.04802
C -0.14985 -2.20613 -0.09192
C -1.39071 1.07168 0.01009
H -3.64426 1.15282 0.01693
H 2.77337 -0.18749 -0.02806
H -0.61332 -3.14244 -0.16678
H 2.37883 1.49273 0.07428

Calculated values
**Structure (SMILES)**: C#C/N=C(/N)C#C
**Orbital gap**: 8.968 eV
**Max |F|**: 1.15 eV Å⁻¹
**Spin multiplicity**: 1
**Calculated total energy**: -8225.903 eV

These are the Mulliken partial charges, in e, on atoms 1 to 4: -0.609 -0.435 -0.332 -0.606


No. 7
The following is a quantum chemistry calculation of C5H4N2 as an isolated structure in a non-equilibrium geometry, from the OMol25 dataset.

Element x y z (Å)
N 0.59337 -0.46651 1.24412
N 1.11373 0.71161 0.89090
C -0.70961 -1.35574 -1.67642
C -0.46617 -0.75217 0.55904
C 0.37219 1.50909 0.08099
C -0.70318 -0.34649 -0.97693
C -0.74751 0.96439 -0.47453
H -0.83181 -2.31502 -2.06049
H -1.09623 -1.57810 0.87423
H 0.69162 2.54209 -0.00425
H 1.78360 1.08686 1.54333

Calculated values
**Orbital gap (spin up / spin down)**: 7.438 / 7.521 eV
**Max |F|**: 1.01 eV Å⁻¹
**Spin multiplicity**: 1
**Calculated total energy**: -8222.579 eV

These are the Mulliken partial charges, in e, on atoms 1 to 4: -0.625 0.124 -0.243 -0.167


No. 8
The following is a quantum chemistry calculation of a 2-piece molecular cluster, C5H4N2 overall, from the OMol25 dataset.

Element x y z (Å)
N 1.13976 -0.62296 -0.03351
N 0.20238 -0.84640 1.01263
C -1.30695 -1.04393 -1.17375
C -0.04486 1.30073 0.37117
C 1.09089 0.76404 -0.16007
C -0.76020 0.09807 0.68874
C -1.73374 -0.44240 -0.14577
H 1.85110 1.25576 -0.75510
H -0.13475 -1.80195 0.96981
H -0.44399 2.29669 0.25435
H 0.14035 -0.95764 -1.02851

Calculated values
**Orbital gap**: 8.181 eV
**Max |F|**: 0.64 eV Å⁻¹
**Spin multiplicity**: 1
**Calculated total energy**: -8221.593 eV

These are the Mulliken partial charges, in e, on atoms 1 to 4: -0.562 -0.227 -0.427 -0.292


No. 9
The following is a quantum chemistry calculation of one molecule with the formula C5H4N2 in a non-equilibrium geometry, from the OMol25 dataset.

Element x y z (Å)
N -2.03728 -0.43688 0.06270
N -0.92647 2.25660 -0.45990
C -0.84617 -0.87958 -0.01725
C -0.19009 1.31089 -0.27036
C 2.81493 -0.63902 0.11725
C 1.66305 -0.29814 -0.00143
C 0.28875 0.07832 -0.12204
H 3.83699 -0.93554 0.22098
H -1.31057 2.66349 0.39184
H -0.56611 -1.93886 -0.01265
H -2.72704 -1.18128 0.09085

Calculated values
**Structure (SMILES)**: [H]/N=C/C(=C=N)C#C
**Orbital gap**: 9.412 eV
**Max |F|**: 1.00 eV Å⁻¹
**Spin multiplicity**: 1
**Calculated total energy**: -8226.211 eV

These are the Mulliken partial charges, in e, on atoms 1 to 4: -0.611 -0.487 -0.029 0.493